No. 1
{
  "formula": "C46H54O18",
  "method": "ωB97M-V with the def2-TZVPD basis set",
  "homo_ev": -8.566,
  "smiles": "C#CCc1ccc2c(c1)C(=O)c1ccc(COO)cc1C2=O.O=C1CCCO1.O=C1CCCO1.O=C1CCCO1.O=C1CCCO1.O=C1CCCO1.O=C1CCCO1.O=C1CCCO1",
  "e_tot_ha": -3139.34016,
  "mol_weight_g_mol": 894.92,
  "relative_energy_ev": 3.941,
  "gap_ev": 8.295,
  "symbols": ["C", "C", "C", "C", "C", "C", "C", "C", "C", "C", "O", "C", "C", "C", "C", "C", "O", "O", "C", "C", "C", "O", "H", "H", "H", "H", "H", "H", "H", "H", "H", "H", "H", "H", "O", "C", "O", "C", "C", "C", "H", "H", "H", "H", "H", "H", "O", "C", "O", "C", "C", "C", "H", "H", "H", "H", "H", "H", "O", "C", "O", "C", "C", "C", "H", "H", "H", "H", "H", "H", "O", "C", "O", "C", "C", "C", "H", "H", "H", "H", "H", "H", "O", "C", "O", "C", "C", "C", "H", "H", "H", "H", "H", "H", "O", "C", "O", "C", "C", "C", "H", "H", "H", "H", "H", "H", "O", "C", "O", "C", "C", "C", "H", "H", "H", "H", "H", "H"],
  "coordinates": [[-4.7352, 3.4147, -1.0695], [-3.9466, 3.7971, -1.9256], [-2.8025, 4.4781, -2.7359], [-2.0119, 3.4417, -3.6159], [-2.3574, 2.0002, -3.7678], [-1.5699, 1.0463, -4.6397], [-0.4042, 1.6086, -5.3698], [-0.0081, 3.0708, -5.2418], [-0.8158, 3.9652, -4.3631], [1.2746, 3.5858, -6.0194], [1.3062, 4.6595, -6.5897], [2.4914, 2.5661, -5.9961], [3.9113, 2.9711, -5.8445], [4.9378, 1.8586, -5.7978], [4.5663, 0.4057, -5.8956], [5.6267, -0.7754, -5.8048], [4.9147, -1.9145, -5.2443], [4.6290, -1.6581, -3.9263], [3.1242, 0.0446, -6.0893], [2.0906, 1.1103, -6.1392], [0.5505, 0.7546, -6.3017], [0.1532, -0.0767, -7.1002], [-5.6094, 2.8728, -0.6210], [-3.3055, 5.2252, -3.4346], [-2.1191, 5.0935, -2.0664], [-3.2416, 1.6250, -3.1858], [-1.8383, -0.0442, -4.7151], [-0.4641, 5.0359, -4.2905], [4.2109, 4.0483, -5.7366], [6.0296, 2.1265, -5.6747], [6.3785, -0.4524, -5.0094], [6.1169, -1.0212, -6.7870], [3.6464, -1.5982, -3.8739], [2.7540, -1.0222, -6.1783], [-0.1656, 7.5465, -3.0748], [0.5788, 7.0715, -2.2585], [0.8724, 5.7488, -2.1845], [1.6985, 5.5036, -1.0359], [2.3453, 6.8332, -0.7181], [1.2787, 7.8230, -1.1527], [1.0620, 5.1442, -0.2227], [2.4338, 4.7371, -1.2724], [2.6367, 6.9312, 0.3256], [3.2413, 6.9657, -1.3314], [0.5627, 8.0269, -0.3534], [1.7149, 8.7494, -1.5236], [-2.8706, -0.6580, -2.0120], [-2.4516, -1.7272, -2.3631], [-1.1703, -2.1480, -2.1676], [-0.9886, -3.4215, -2.8038], [-2.3749, -4.0074, -2.9327], [-3.2357, -2.7736, -3.1151], [-0.5142, -3.2606, -3.7765], [-0.3366, -4.0454, -2.1913], [-2.4627, -4.7285, -3.7461], [-2.6513, -4.5127, -2.0032], [-3.3094, -2.4779, -4.1645], [-4.2260, -2.9072, -2.6828], [-0.4883, 1.3806, 1.5540], [-0.8533, 0.3106, 1.9611], [-1.2114, 0.0760, 3.2539], [-1.4865, -1.3237, 3.4263], [-1.8066, -1.8400, 2.0420], [-0.9403, -0.9634, 1.1576], [-0.6027, -1.8029, 3.8542], [-2.3249, -1.4509, 4.1129], [-1.6139, -2.9070, 1.9267], [-2.8618, -1.6614, 1.8134], [0.0634, -1.3764, 1.0343], [-1.4062, -0.7863, 0.1892], [-1.5756, -5.7962, -0.0444], [-0.7409, -6.5873, -0.3871], [-0.8633, -7.3953, -1.4748], [0.2562, -8.2903, -1.5337], [1.3466, -7.6175, -0.7277], [0.5556, -6.8689, 0.3288], [-0.0435, -9.2514, -1.1070], [0.5495, -8.4419, -2.5728], [2.0737, -8.3190, -0.3176], [1.8858, -6.9034, -1.3569], [0.3514, -7.4910, 1.2027], [1.0497, -5.9443, 0.6228], [-1.0934, -1.2992, 7.2744], [-1.5670, -0.1945, 7.2425], [-2.7237, 0.1501, 7.8664], [-3.0592, 1.5058, 7.5371], [-1.7556, 2.1468, 7.1146], [-1.0111, 0.9845, 6.4852], [-3.7982, 1.4957, 6.7313], [-3.4938, 1.9972, 8.4080], [-1.8908, 2.9966, 6.4446], [-1.2115, 2.4968, 7.9967], [-1.2508, 0.8723, 5.4258], [0.0651, 1.0700, 6.6286], [3.5571, 4.6418, 0.8109], [3.1100, 4.1785, 1.8254], [2.1745, 4.7996, 2.5905], [1.9410, 4.0310, 3.7791], [2.3866, 2.6260, 3.4380], [3.5190, 2.8730, 2.4585], [2.5245, 4.4664, 4.5955], [0.8831, 4.0726, 4.0402], [2.6805, 2.0434, 4.3121], [1.5755, 2.0919, 2.9343], [4.4765, 3.0085, 2.9664], [3.5874, 2.0812, 1.7143], [-0.4858, -4.3852, 3.8276], [-1.2030, -4.7958, 4.7021], [-1.6273, -6.0839, 4.7930], [-2.5518, -6.2055, 5.8839], [-2.2485, -5.0351, 6.7945], [-1.7948, -3.9705, 5.8149], [-3.5691, -6.1693, 5.4842], [-2.4035, -7.1629, 6.3844], [-3.0986, -4.7343, 7.4076], [-1.4239, -5.2913, 7.4655], [-2.6349, -3.3935, 5.4223], [-1.0480, -3.3130, 6.2537]]
}

=====

No. 2
{
  "formula": "C20H43N2P3S2Sc",
  "method": "ωB97M-V with the def2-TZVPD basis set",
  "homo_ev": -15.797,
  "e_tot_ha": -3477.53876,
  "mol_weight_g_mol": 513.59,
  "relative_energy_ev": 2.890,
  "total_charge": 3,
  "gap_ev": 6.113,
  "symbols": ["Sc", "P", "P", "P", "H", "C", "C", "H", "C", "C", "C", "C", "C", "C", "C", "C", "C", "H", "H", "H", "H", "H", "H", "H", "H", "H", "H", "H", "H", "H", "H", "H", "H", "H", "H", "H", "H", "H", "H", "H", "H", "H", "H", "H", "H", "H", "C", "C", "C", "C", "C", "C", "S", "H", "H", "H", "H", "H", "H", "S", "C", "N", "C", "C", "N", "H", "H", "H", "H", "H", "H"],
  "coordinates": [[0.6578, 0.8896, 0.9308], [-1.9628, 1.9834, 0.9733], [-0.5170, -1.4468, 0.7717], [0.4972, -0.2514, -4.5653], [2.2175, 2.9171, -1.5291], [1.3834, 2.2652, -1.8357], [0.4139, 1.8183, -0.8875], [0.0853, 2.7001, -0.2862], [-2.3316, 2.8650, 2.5421], [-3.5178, 1.0309, 0.7362], [-2.3595, 3.3395, -0.2253], [0.3257, -3.0733, 0.8085], [-1.6821, -1.7247, 2.1651], [-1.5619, -1.7366, -0.7074], [0.4605, 0.1177, -6.3314], [-0.9514, 0.4956, -3.8086], [0.4441, -2.0246, -4.3076], [0.9672, 2.6030, -2.8016], [-0.3873, 1.2578, -1.4155], [-1.3954, 3.0254, 3.0991], [-3.0181, 2.2531, 3.1461], [-2.7964, 3.8360, 2.3074], [-3.4156, 0.0059, 1.1082], [-3.7730, 1.0086, -0.3314], [-4.3267, 1.5282, 1.2884], [-1.4361, 3.8450, -0.5480], [-3.0296, 4.0653, 0.2635], [-2.8930, 2.9443, -1.1068], [-0.4307, -3.8770, 0.7688], [0.9355, -3.1562, 1.7211], [1.0163, -3.1608, -0.0406], [-2.5487, -2.2985, 1.8014], [-2.0183, -0.7798, 2.6108], [-1.1760, -2.2881, 2.9616], [-2.1387, -2.6645, -0.5487], [-0.9289, -1.8441, -1.6035], [-2.2477, -0.8966, -0.8855], [0.3482, -0.8147, -6.8995], [1.4160, 0.5938, -6.5939], [-0.3645, 0.8059, -6.5623], [-1.8242, 0.3719, -4.4689], [-0.7825, 1.5672, -3.6598], [-1.1754, 0.0313, -2.8400], [0.5453, -2.5262, -5.2815], [-0.5052, -2.3259, -3.8362], [1.2824, -2.3277, -3.6632], [3.0678, 0.1595, -1.6996], [3.0604, -1.2376, -1.7224], [3.1222, -1.9720, -0.5381], [3.1557, -1.3414, 0.6970], [3.1325, 0.0721, 0.7639], [3.1675, 0.8080, -0.4367], [3.0097, 1.0672, -3.2642], [1.9887, 0.3310, -3.8969], [2.9938, -1.7483, -2.6888], [3.1417, -3.0666, -0.5866], [3.1907, -1.9321, 1.6131], [3.2359, 0.5872, 1.7287], [3.3080, 1.8973, -0.3453], [1.1752, 2.0135, 3.1026], [0.6842, 0.6185, 4.0073], [1.2924, -0.5926, 4.0050], [0.7949, -1.4607, 5.0613], [-0.3753, -0.6710, 5.6372], [-0.3190, 0.5876, 4.8978], [2.1684, -0.7743, 3.5245], [1.5564, -1.6409, 5.8282], [0.4607, -2.4143, 4.6360], [-0.2627, -0.4830, 6.7148], [-1.3442, -1.1555, 5.4531], [-0.9059, 1.4010, 5.0750]]
}